The following is a DFT calculation (ωB97M-V/def2-TZVPD) of 15 unconnected molecules or ions with the total composition C54H145N15O22 in a non-equilibrium geometry.

```
236
Properties=species:S:1:pos:R:3:forces:R:3
C 8.952842 5.171100 -5.065448 1.14 0.71 -3.51
O 9.823577 5.767366 -5.626747 2.94 2.13 -0.42
N 8.973668 4.670956 -3.898776 1.04 -0.87 5.14
N 7.940172 4.775291 -5.747220 -5.02 -1.38 -2.50
H 9.922128 4.720452 -3.555174 -0.54 -0.55 1.13
H 8.182483 4.103798 -3.629594 1.04 -0.12 0.78
H 7.228590 4.284246 -5.225085 -0.36 0.06 -1.08
H 7.873750 4.990689 -6.731749 -0.25 0.00 0.45
C 0.069186 -7.252546 5.354714 0.03 -0.31 0.34
O 0.479822 -6.400704 4.668348 1.92 3.88 -2.75
N -1.068530 -7.851072 5.162389 -5.82 -1.80 -1.69
N 0.644612 -7.797066 6.375903 2.35 -1.70 3.66
H -1.497158 -8.460182 5.844574 0.22 0.20 -0.12
H -1.768118 -7.372142 4.613476 0.37 -0.06 -0.18
H 0.080577 -8.547702 6.748091 1.28 0.11 0.80
H 1.547643 -7.505636 6.721873 -0.34 -0.31 -0.06
C 4.748015 -6.498468 -2.108919 -1.93 -1.61 -2.93
O 3.900020 -7.262133 -2.525376 -0.99 -1.17 0.39
N 5.759971 -6.171975 -2.879161 2.96 0.94 -1.67
N 4.706232 -5.820086 -1.011889 -0.16 1.82 3.88
H 6.442863 -5.530900 -2.501312 0.16 -0.22 -0.71
H 5.708734 -6.388772 -3.864292 0.19 0.04 0.40
H 5.234031 -4.959040 -1.022394 -0.46 -0.16 0.78
H 3.975403 -6.022207 -0.344705 0.23 0.37 -0.14
C 10.562787 -1.502629 -4.004302 -0.99 -0.07 0.28
O 10.016031 -2.094369 -3.116675 -0.43 -1.06 1.90
N 10.157854 -1.555533 -5.243842 -1.65 -0.71 -4.43
N 11.537700 -0.629935 -3.898234 3.05 2.01 1.65
H 9.363669 -2.114198 -5.521831 0.29 0.10 0.30
H 10.637126 -1.049054 -5.974515 -0.30 -0.25 0.15
H 11.972053 -0.207218 -4.706165 -0.03 -0.14 0.47
H 11.990050 -0.559426 -2.997951 0.03 0.12 -0.32
C -4.472147 7.445717 4.558703 -2.53 -0.66 1.56
C -5.562134 7.111561 5.762724 -0.35 -0.05 -1.93
O -5.223009 7.824190 6.876718 1.27 0.73 2.20
H -4.784566 7.019524 3.605358 0.21 -0.30 0.09
H -3.494984 7.097015 4.892852 -0.08 0.02 -0.19
H -4.485038 8.527084 4.422435 0.15 -0.04 0.26
H -5.782639 6.091107 6.075993 1.13 -0.80 -0.64
H -6.614698 7.382440 5.680052 -0.03 0.67 -1.69
H -4.700384 7.225680 7.415460 0.23 0.43 0.34
C -0.281191 -4.484006 11.443094 -1.44 0.50 -0.53
C -0.811731 -5.439483 12.497088 0.14 1.19 -0.14
O 0.283615 -5.761688 13.275421 1.25 -1.67 1.45
H -0.918810 -4.637914 10.572537 0.46 0.23 -0.56
H 0.784765 -4.611379 11.254358 -0.27 -0.38 -0.18
H -0.437164 -3.444170 11.730327 0.10 0.07 0.16
H -1.261433 -6.327086 12.052086 0.39 -0.24 0.08
H -1.587140 -4.988998 13.116663 -0.26 0.17 -0.12
H 0.448118 -5.163677 14.008161 -0.36 0.14 -0.17
C 3.513363 6.041226 7.540450 -1.26 -1.15 1.80
C 3.171351 5.225899 8.888000 1.18 -1.33 -1.46
O 3.480237 5.898432 10.035665 0.49 2.39 1.97
H 2.938212 6.965991 7.586331 -0.03 -0.03 -0.33
H 3.200266 5.395010 6.720408 -0.20 0.25 -0.13
H 4.560631 6.286279 7.363577 0.04 -0.21 0.61
H 3.792389 4.335709 8.987890 0.30 -0.49 -1.12
H 2.181478 4.805796 9.066229 -0.65 0.42 -1.36
H 2.949908 5.546055 10.754125 0.12 0.15 0.02
C -9.233101 1.543186 1.521391 -0.29 -0.47 0.70
C -10.006720 0.480324 0.752753 -0.37 1.43 -0.84
O -11.164833 -0.076474 1.414410 1.51 0.11 0.04
H -8.617960 2.041962 0.772434 0.00 0.23 0.16
H -8.569020 1.140800 2.286368 0.01 -0.19 -0.01
H -9.886560 2.249069 2.034058 -0.06 0.13 -0.26
H -9.236288 -0.139175 0.293672 -0.36 -1.23 0.54
H -10.354894 1.033909 -0.119284 -0.48 0.02 -0.24
H -11.488968 -0.815227 0.894048 0.03 -0.03 -0.08
C -7.348434 -11.812458 -9.262757 0.41 -0.05 0.97
O -6.003649 -11.951290 -8.890555 1.89 -0.26 -0.06
C -5.743224 -12.773626 -7.729287 -2.00 0.13 -1.02
C -4.327076 -12.732484 -7.288453 1.32 -1.53 -0.31
N -3.875955 -11.413792 -7.044626 0.61 1.24 0.40
C -4.096985 -10.905422 -5.694254 -0.56 0.71 -0.37
C -3.317723 -9.606057 -5.431077 0.39 -0.49 -1.21
O -4.026320 -8.410902 -5.475672 -1.70 0.92 0.42
C -3.409485 -7.382350 -4.728304 -1.51 -0.28 0.42
H -7.393766 -11.230686 -10.183413 0.01 -0.06 0.14
H -7.802150 -11.283459 -8.424660 -0.81 0.15 -0.20
H -7.815342 -12.788694 -9.393334 -0.23 -0.09 -0.12
H -6.145253 -13.757865 -7.969567 0.28 -0.41 0.20
H -6.360768 -12.371913 -6.925934 -0.21 0.04 0.36
H -3.585788 -13.176189 -7.953090 -0.50 -0.17 -0.92
H -4.157702 -13.398375 -6.442282 -0.52 0.19 0.55
H -4.471663 -10.866702 -7.649534 0.38 0.62 -0.33
H -3.774202 -11.618650 -4.935828 -0.17 -0.27 -0.24
H -5.170470 -10.725235 -5.637130 -0.22 0.19 0.96
H -2.718694 -9.399083 -6.317883 1.45 -1.25 0.39
H -2.815425 -9.757931 -4.475698 0.48 0.43 -0.06
H -2.338371 -7.278068 -4.901320 0.00 0.04 -0.04
H -3.673879 -7.595111 -3.692481 0.78 0.03 0.51
H -3.985587 -6.477913 -4.923785 0.43 0.19 -0.44
C 2.537729 0.304107 -2.846548 0.06 0.75 -0.53
O 2.747972 1.079156 -1.687722 0.42 -1.86 0.74
C 1.961228 0.619502 -0.548371 0.87 2.91 0.08
C 2.539619 1.457674 0.654345 -1.69 -1.50 -0.29
N 1.655052 1.374013 1.814892 0.12 -0.58 1.46
C 1.638662 0.125950 2.623495 0.37 -0.03 -0.34
C 0.315987 -0.079801 3.331567 -0.90 1.51 0.33
O 0.004890 1.184705 3.983721 -1.02 -0.38 0.57
C -1.229645 1.111662 4.720845 0.12 -0.68 0.06
H 3.219102 0.652273 -3.622833 0.06 0.28 0.07
H 1.527593 0.513292 -3.198654 -0.26 -0.49 -0.21
H 2.751817 -0.762061 -2.772149 -0.28 -0.15 0.53
H 1.855875 -0.441068 -0.319921 0.36 -0.14 -0.61
H 1.011042 1.117376 -0.741668 -0.67 -0.69 0.26
H 2.589338 2.458634 0.225722 0.21 0.15 0.56
H 3.517987 1.101383 0.976764 0.09 0.14 -0.24
H 0.691653 1.674989 1.777842 0.28 0.52 -0.69
H 2.364532 0.052228 3.433298 0.58 0.71 -0.14
H 1.868927 -0.722252 1.978787 -0.23 -0.40 -0.01
H 0.283968 -0.812121 4.138279 0.56 -0.49 -0.31
H -0.492610 -0.305216 2.636244 -0.16 -0.11 -0.25
H -1.383311 0.170613 5.248974 0.58 -0.59 -0.05
H -2.126157 1.154927 4.102396 0.09 0.50 -0.44
H -1.305161 1.815227 5.549938 0.45 0.60 -0.54
C 1.582399 9.828572 -1.939707 -1.04 -0.12 -0.15
O 1.481084 10.733566 -0.865656 0.44 0.35 -2.06
C 2.409002 10.520601 0.129036 -1.24 1.72 2.05
C 2.212075 11.782343 1.042955 0.83 0.24 0.23
N 2.350960 13.096995 0.352384 1.72 -0.86 0.75
C 3.814372 13.410539 0.257506 -1.49 1.64 -1.78
C 4.058568 14.843436 -0.309351 -0.06 -1.09 -0.83
O 5.023250 14.645190 -1.383930 0.37 1.71 0.88
C 5.280891 15.915986 -1.987822 -0.01 -0.20 -0.73
H 1.281832 8.866035 -1.525834 0.34 -0.51 -0.44
H 2.527640 9.807179 -2.482080 0.43 -0.03 0.51
H 0.852584 10.115360 -2.696817 -0.21 0.05 0.17
H 3.483700 10.547668 -0.050930 0.08 -0.17 -1.22
H 2.178276 9.567044 0.604009 0.11 -0.09 0.55
H 3.099755 11.662007 1.663953 -0.45 0.42 0.98
H 1.294354 12.000003 1.589323 -0.12 -1.51 0.26
H 1.977670 12.897409 -0.564639 0.08 0.49 -0.49
H 4.248486 12.774006 -0.513518 0.61 -0.31 0.47
H 4.324950 13.414017 1.220527 -0.33 -0.72 -0.01
H 4.302366 15.503836 0.522837 1.08 0.20 -0.14
H 3.237223 15.383869 -0.779911 -0.75 -0.62 0.05
H 4.360470 16.294211 -2.432662 -0.32 0.34 0.36
H 5.942583 15.880865 -2.853284 0.25 -0.87 0.11
H 5.752822 16.656072 -1.341565 -0.31 -0.06 0.50
C -7.728003 -3.480538 -6.654186 1.34 -0.03 -1.40
O -7.330004 -3.894991 -8.014294 -1.50 2.01 0.99
C -7.216241 -5.261834 -8.284537 0.62 0.90 -0.77
C -6.585282 -5.378411 -9.781540 -0.40 -1.02 1.41
N -5.604416 -4.406330 -10.187018 0.99 0.55 1.91
C -4.487309 -4.398975 -9.218811 1.91 0.79 -0.37
C -3.452306 -3.241627 -9.550333 -0.97 -3.42 -0.04
O -4.067387 -2.036950 -9.423034 -0.42 2.00 0.12
C -4.476616 -1.676174 -8.099941 -0.03 1.12 -0.74
H -7.513657 -4.267494 -5.931096 -0.08 -0.07 0.01
H -8.731605 -3.075126 -6.525639 -0.34 -0.58 -0.54
H -7.077468 -2.625688 -6.469437 0.13 -0.08 0.31
H -8.177367 -5.762263 -8.166657 -0.09 -0.30 -0.36
H -6.556774 -5.574499 -7.474932 0.41 -1.12 -0.39
H -7.301658 -5.389284 -10.602994 -0.57 -0.25 0.54
H -6.077963 -6.341224 -9.720586 -0.10 -0.27 -0.46
H -6.022024 -3.505696 -10.001108 -0.32 0.48 -0.51
H -3.902086 -5.316743 -9.276494 -0.25 -0.33 -0.06
H -4.759977 -4.241214 -8.175323 -0.49 -0.22 0.12
H -3.139441 -3.514861 -10.558082 -0.22 1.03 -0.48
H -2.528532 -3.354692 -8.982910 -0.01 0.11 0.69
H -4.483410 -0.587448 -8.047626 0.60 0.21 -0.22
H -3.784029 -2.023616 -7.333325 -0.27 -0.39 0.07
H -5.541248 -1.837901 -7.931093 0.08 -1.11 0.19
C -8.887897 -2.195742 10.328412 0.01 -0.04 0.27
O -9.598012 -0.967318 10.382750 0.87 -0.20 -0.32
C -10.217116 -0.519711 9.217702 -2.00 0.57 -0.47
C -11.432417 0.375703 9.640153 1.07 0.17 0.33
N -11.112006 1.300894 10.747377 -0.65 -0.11 -0.07
C -11.877209 2.575631 10.828439 -1.04 -0.08 -0.05
C -13.238704 2.686782 11.598177 0.91 -0.96 0.89
O -13.037646 2.569837 13.004313 -0.31 0.47 1.07
C -13.817218 3.463894 13.863892 0.91 -0.16 -2.21
H -8.457044 -2.306587 11.323497 -0.14 -0.21 -0.05
H -8.066034 -2.299984 9.620058 0.18 0.83 -0.31
H -9.516146 -3.051022 10.079600 -0.52 -0.01 0.25
H -10.650920 -1.340703 8.646823 -0.22 -0.55 0.13
H -9.683704 -0.000671 8.421366 1.24 0.33 0.61
H -12.142589 -0.323712 10.081260 -0.75 -0.05 -0.95
H -11.743046 1.005757 8.806701 -0.48 -0.62 -0.27
H -11.370238 0.660507 11.484484 0.45 0.96 1.14
H -12.281752 2.903900 9.871000 0.73 -0.34 -0.78
H -11.177172 3.353235 11.134035 -0.22 0.07 0.33
H -13.911086 1.875259 11.319913 0.01 -0.31 -0.36
H -13.778902 3.589067 11.311527 0.32 0.47 0.13
H -13.599736 4.461892 13.483368 0.03 0.40 0.39
H -13.477263 3.370287 14.895284 -0.24 -0.27 -0.23
H -14.882488 3.324742 13.679668 -0.15 -0.35 0.53
C 9.325999 6.269825 -14.643758 1.05 0.12 -0.86
O 8.391049 5.371977 -14.137223 -2.73 -0.38 -0.68
C 7.419890 4.868395 -15.150388 -0.57 0.95 0.59
C 5.997600 4.531970 -14.487766 2.21 0.82 1.52
N 5.336993 5.643155 -13.769083 0.63 1.32 -3.00
C 4.525371 5.294900 -12.676688 0.27 -0.89 1.53
C 4.164675 6.518308 -11.881716 0.76 -0.34 0.92
O 3.505850 6.216322 -10.602768 0.78 0.61 -1.53
C 2.253233 5.577795 -10.718335 0.16 0.42 -0.60
H 9.072340 6.726422 -15.600457 -0.29 -0.48 -0.42
H 10.243092 5.690694 -14.751717 0.42 0.42 -0.22
H 9.527781 7.177352 -14.074740 -0.26 -0.39 0.98
H 7.862931 4.023690 -15.677919 -0.20 -0.59 0.52
H 7.322381 5.581021 -15.969387 -0.14 0.62 0.27
H 6.352294 3.960983 -13.629703 -0.26 -1.47 -0.29
H 5.309985 4.023846 -15.163855 0.29 -0.11 0.06
H 6.048671 6.305969 -13.496509 0.10 0.03 0.11
H 5.147148 4.748810 -11.967256 -0.30 -1.11 0.30
H 3.634620 4.737210 -12.965891 0.10 -0.18 -0.14
H 3.802822 7.212599 -12.640087 -1.37 0.57 0.71
H 5.120664 6.934426 -11.563839 -0.03 0.22 0.18
H 1.705492 6.138651 -11.475647 -0.69 -0.10 0.15
H 1.774364 5.598018 -9.739369 -0.03 0.11 -0.15
H 2.326537 4.546028 -11.062142 0.12 -0.19 0.07
C 8.760368 -2.171419 6.021234 -1.45 -0.45 1.07
O 7.759843 -3.057328 6.615847 0.51 0.24 -1.16
C 7.496088 -3.141514 8.014913 0.90 -0.92 -0.33
C 8.078153 -4.502354 8.422308 0.17 0.67 1.72
N 7.254807 -5.557719 7.899979 0.14 -0.03 -0.16
C 7.822495 -6.926313 7.969434 -1.56 0.75 -0.17
C 8.012210 -7.394623 9.427299 1.20 -0.37 -0.76
O 9.399625 -7.294369 9.745319 0.40 0.39 -0.21
C 9.834304 -7.809408 10.999198 -0.93 1.14 -0.35
H 8.276593 -1.195722 6.066915 0.57 0.34 -0.35
H 8.926084 -2.506749 4.997427 -0.33 0.04 0.08
H 9.737515 -2.161419 6.504123 -0.09 -0.12 0.43
H 6.411951 -3.164856 8.125422 -0.02 0.23 0.11
H 7.948985 -2.340586 8.599285 -0.02 0.19 -0.08
H 8.152552 -4.638138 9.501252 -0.37 0.30 0.39
H 9.137731 -4.455829 8.170818 0.33 -0.42 -0.80
H 7.109311 -5.242765 6.951440 -0.27 -0.72 -0.50
H 8.612441 -6.997386 7.221753 0.91 -0.42 0.81
H 7.058911 -7.598574 7.578128 -0.29 0.12 -0.15
H 7.668787 -8.425585 9.512564 0.24 -0.40 -0.08
H 7.343517 -6.856634 10.099243 0.19 0.58 0.11
H 10.803011 -7.399883 11.285538 0.35 -0.31 -0.76
H 9.823129 -8.898408 10.953573 -0.07 -0.01 0.57
H 9.208764 -7.312481 11.740717 -0.50 -0.84 0.56
```
Positions in Å, forces in eV/Å.

- E_tot: -125725.99602 eV
- Strongest force on any atom: 6.33 eV/A
- Charge: 0
- E_LUMO: 0.16 eV
- HOMO: -8.36 eV
- ΔE to the lowest compared entry with this formula, charge and spin: 306.3 kJ/mol
- Frontier orbital gap: 8.53 eV

Results of the Mulliken charge analysis, in e, for atoms 1 through 5: 0.70 -0.66 -0.40 -0.39 0.24